# C25H22ClN4O13ReS

A structure of composition C25H22ClN4O13ReS (wB97M-V/def2-TZVPD, OMol25).

Values from the calculation:
Calculated total energy in hartree: -3099.104104
Molar mass in g/mol: 840.193
Frontier orbital gap (spin up / spin down) in Eh: 0.28303 / 0.20985
ΔE to the lowest compared entry with this formula, charge and spin in eV: 0.0000
Strongest force on any atom in eV/Å: 0.7
E_LUMO (spin up / spin down) in Eh: -0.1449 / -0.2038

```
! RIJCOSX wB97M-V def2-TZVPD def2/J DEFGRID3
* xyz 1 4
Re 1.0936 -0.5172 -0.5458
O 1.1271 -0.0491 1.4414
C 2.1069 -0.0761 2.2196
C 3.4298 -0.4913 1.9051
C 4.3813 -0.4336 2.9459
C 5.6593 -0.8288 2.7052
C 6.0612 -1.3013 1.4479
C 5.1545 -1.3696 0.4251
C 3.8180 -0.9676 0.6227
O 2.9975 -1.0440 -0.3940
N 6.6462 -0.7576 3.7968
O 6.2598 -0.3417 4.8683
O 7.7727 -1.1234 3.5475
H 1.9066 0.2401 3.2457
H 4.1057 -0.0800 3.9310
H 7.0890 -1.6069 1.3092
H 5.4339 -1.7361 -0.5534
O 0.7106 6.3994 -0.7660
C 1.9597 5.7808 -0.9686
C 1.7785 4.2935 -0.8860
C 2.8759 3.4393 -0.9161
C 2.6764 2.0790 -0.8631
N 1.4495 1.5412 -0.7741
C 0.3757 2.3576 -0.7594
C 0.5128 3.7325 -0.8104
C -0.9285 1.6624 -0.7732
C -2.1411 2.3108 -0.8802
C -3.3126 1.5686 -0.9889
C -4.6606 2.2408 -1.0715
O -4.5770 3.6007 -1.4349
C -3.2176 0.1826 -1.0034
C -1.9789 -0.4065 -0.8832
N -0.8513 0.3122 -0.7561
H 0.8230 7.3548 -0.7385
H 2.6975 6.0897 -0.2214
H 2.3704 6.0181 -1.9571
H 3.8865 3.8211 -0.9857
H 3.5002 1.3791 -0.8936
H -0.3517 4.3782 -0.7911
H -2.2008 3.3891 -0.9026
H -5.1058 2.2057 -0.0743
H -5.3193 1.6645 -1.7251
H -4.5711 3.6748 -2.3947
H -4.1043 -0.4257 -1.1298
H -1.8578 -1.4856 -0.9136
O 2.2184 -3.3794 -2.2672
Cl 0.9607 -2.7805 -2.1176
O 1.0209 -1.3053 -2.5034
O -0.0900 -3.4317 -2.7780
O 0.6194 -2.6096 -0.6346
N -1.1984 -3.2709 2.0556
C -2.3044 -3.3626 1.3132
C -3.5151 -2.7706 1.7791
C -4.5670 -2.6462 0.9309
C -4.4442 -3.0927 -0.4085
C -3.3250 -3.8646 -0.7993
C -2.2608 -3.9908 0.0384
S -5.6537 -2.6162 -1.5964
O -6.5148 -3.7692 -1.2957
O -6.1580 -1.3367 -1.1505
O -5.0063 -2.6325 -2.8800
H -1.2377 -2.8612 2.9738
H -0.3127 -3.6354 1.7413
H -3.5558 -2.3801 2.7892
H -5.4823 -2.1475 1.2230
H -3.3134 -4.2762 -1.8012
H -1.3613 -4.5152 -0.2678
*
```

# C25H22ErF10N4O5

A structure of composition C25H22ErF10N4O5 at a distorted geometry (wB97M-V/def2-TZVPD, OMol25).

Values from the calculation:
Calculated total energy in hartree: -3575.047182
Molar mass in g/mol: 815.714
Frontier orbital gap (spin up / spin down) in Eh: 0.26052 / 0.26056
ΔE to the lowest compared entry with this formula, charge and spin in eV: 0.0000
Strongest force on any atom in eV/Å: 1.8
E_LUMO (spin up / spin down) in Eh: 0.0907 / 0.0907

```
! RIJCOSX wB97M-V def2-TZVPD def2/J DEFGRID3
* xyz -1 4
Er -0.4678 -0.0905 -0.2543
C -3.0004 -2.7353 -0.7184
N -1.5390 -2.7260 -0.6633
C -0.9771 -3.2100 -1.9253
C 0.4502 -2.6901 -2.1412
N 0.3597 -1.2444 -2.2065
C 1.1494 -0.5850 -3.0378
C 0.7251 0.7217 -3.4058
F -0.5038 1.0861 -2.8907
C 1.4150 1.5868 -4.2140
F 0.9119 2.8023 -4.5012
C 2.6235 1.1715 -4.7688
F 3.3355 1.9931 -5.5716
C 3.0758 -0.1164 -4.4894
F 4.2375 -0.5270 -5.0349
C 2.3600 -0.9787 -3.6833
F 2.8928 -2.2086 -3.4595
C -1.0777 -3.5584 0.4562
C -0.8297 -2.7155 1.7129
N 0.1633 -1.7257 1.3357
C 1.0447 -1.2839 2.2103
C 1.1234 -1.4744 3.6263
F 0.1114 -2.0915 4.2910
C 2.1812 -1.0190 4.3840
F 2.2061 -1.2713 5.7098
C 3.2445 -0.3292 3.8059
F 4.2945 0.0800 4.5554
C 3.1835 -0.0449 2.4427
F 4.1821 0.6414 1.8535
C 2.1214 -0.4980 1.7030
F 2.0449 -0.2088 0.3394
H -3.3827 -3.7242 -1.0203
H -3.3501 -1.9861 -1.4304
H -3.3986 -2.4890 0.2639
H -1.5906 -2.8192 -2.7422
H -0.9908 -4.3118 -1.9814
H 0.8270 -3.1165 -3.0790
H 1.1108 -3.0073 -1.3241
H -0.1254 -4.0196 0.1787
H -1.7999 -4.3575 0.6686
H -0.4732 -3.3871 2.5021
H -1.7573 -2.2398 2.0535
C 2.3437 3.2687 0.5505
C 0.8654 2.9766 0.3096
C 0.1094 4.2546 -0.0387
O 0.7512 2.0388 -0.7828
C 0.2245 2.3556 1.6089
O 0.1847 3.0504 2.6124
O -0.2087 1.1707 1.4797
H 2.7601 3.8461 -0.2755
H 2.8964 2.3390 0.6373
H 2.4445 3.8257 1.4777
H 0.5790 4.7547 -0.8863
H 0.1154 4.9148 0.8237
H -0.9260 4.0152 -0.2857
H 0.0045 2.3733 -1.3051
O -3.8384 -1.1857 2.1676
C -3.5394 -0.1224 1.6651
C -4.0691 1.2398 2.1296
C -3.5028 2.2141 1.1096
C -2.6529 1.3136 0.2348
O -1.9657 1.6967 -0.7260
N -2.7139 0.0294 0.5863
H -3.6968 1.4336 3.1370
H -5.1593 1.2188 2.1621
H -2.8554 2.9725 1.5505
H -4.2617 2.7132 0.5083
*
```

# C25H22ErNO5

A structure of composition C25H22ErNO5 at a distorted geometry (wB97M-V/def2-TZVPD, OMol25).

Values from the calculation:
Calculated total energy in hartree: -2411.605996
Molar mass in g/mol: 583.713
Frontier orbital gap (spin up / spin down) in Eh: 0.28472 / 0.28715
Strongest force on any atom in eV/Å: 7.0
E_LUMO (spin up / spin down) in Eh: -0.0222 / -0.0196

```
! RIJCOSX wB97M-V def2-TZVPD def2/J DEFGRID3
* xyz 0 4
C 0.5800 -1.5860 1.5531
C -0.7326 -1.8083 1.0686
C -0.6332 -2.1812 -0.2874
H -1.6442 -1.7101 1.6335
C 0.7319 -2.1817 -0.6380
C 1.4892 -1.8149 0.4931
H 2.5617 -1.7297 0.5449
H 0.8406 -1.2993 2.5571
H -1.4530 -2.3980 -0.9478
H 1.1230 -2.3729 -1.6248
C -0.8074 2.1897 0.2474
C -0.4722 1.6995 1.5202
C 0.9321 1.5279 1.5686
H -1.1647 1.4647 2.3114
C 1.4690 1.9156 0.3195
C 0.3847 2.3180 -0.4965
H 0.4446 2.6278 -1.5266
H -1.8000 2.3826 -0.1192
H 1.4964 1.1705 2.4124
H 2.5122 1.9221 0.0506
Er 0.1598 0.0360 -0.0425
O -0.1508 -0.1158 -4.0319
C -1.2516 -0.8829 -4.5089
C 0.0260 -0.8815 -5.2284
H -1.5279 -1.7367 -3.8976
H -2.0782 -0.3086 -4.9151
H 0.6636 -1.7526 -5.1013
H 0.9628 -1.8703 -7.5391
C 0.6969 -0.8232 -7.6188
C 0.2125 -0.1485 -6.5013
C -0.1080 1.2017 -6.6118
H -0.4549 1.7328 -5.7360
C 0.0444 1.8602 -7.8216
H -0.2017 2.9114 -7.8941
C 0.5170 1.1793 -8.9355
H 0.6370 1.6961 -9.8784
C 0.8448 -0.1649 -8.8302
H 1.2226 -0.7006 -9.6910
O -1.3725 -2.2971 3.7652
C -1.1251 -1.0066 3.8793
O -0.7574 -0.2514 2.8161
C -0.8373 -0.4878 5.2387
C -0.2255 0.7657 5.4139
C 0.1683 1.1921 6.6853
C -0.0439 0.3801 7.8151
C -0.6798 -0.8635 7.6397
C -1.0675 -1.2924 6.3682
N 0.3968 0.7963 9.1096
O 0.9693 1.8355 9.2488
O 0.2340 0.0923 10.0610
H -0.0126 1.4044 4.5666
H 0.6620 2.1518 6.7820
H -0.8558 -1.5176 8.4844
H -1.5231 -2.2698 6.2692
*
```

# C25H22NO3PrS2

A structure of composition C25H22NO3PrS2 at a distorted geometry (wB97M-V/def2-TZVPD, OMol25).

Values from the calculation:
Calculated total energy in hartree: -2559.591922
Molar mass in g/mol: 589.497
Frontier orbital gap (spin up / spin down) in Eh: 0.21498 / 0.21800
Strongest force on any atom in eV/Å: 2.5
E_LUMO (spin up / spin down) in Eh: -0.0421 / -0.0391

```
! RIJCOSX wB97M-V def2-TZVPD def2/J DEFGRID3
* xyz 0 3
C 0.5518 2.4915 -0.2705
C 1.7181 1.7449 -0.5825
C 1.6775 1.3997 -1.9665
H 2.5862 1.6355 0.0632
C 0.4439 1.9266 -2.5020
C -0.2517 2.5884 -1.4351
H -1.1503 3.1891 -1.5417
H 0.3976 3.0180 0.6676
H 2.5173 0.9900 -2.5513
H 0.1908 1.9694 -3.5690
C -0.7471 -1.4786 1.3753
C -0.4389 -0.2065 1.9314
C -1.4237 0.7269 1.5384
H 0.2664 -0.0044 2.7275
C -2.4054 0.0417 0.7739
C -2.0095 -1.3414 0.6891
H -2.6391 -2.1732 0.3305
H -0.2498 -2.4237 1.6256
H -1.4838 1.7309 1.9339
H -3.3707 0.4393 0.4738
Pr -0.2690 -0.0612 -0.9278
O -0.6451 -1.7276 -3.3644
C 0.5279 -2.2535 -4.0361
C -0.6458 -1.9391 -4.9352
H 1.3764 -1.5562 -4.0759
H 0.7332 -3.3203 -3.8708
H -0.5978 -0.9824 -5.4794
H -1.3087 -2.1740 -7.5588
C -1.6916 -3.0088 -6.9638
C -1.4430 -3.0218 -5.5574
C -1.8945 -4.1496 -4.8287
H -1.6859 -4.2123 -3.7547
C -2.6011 -5.1758 -5.4687
H -2.9587 -6.0243 -4.8834
C -2.8457 -5.1400 -6.8474
H -3.3872 -5.9510 -7.3384
C -2.3738 -4.0502 -7.5899
H -2.5360 -4.0201 -8.6672
O 0.2623 0.0152 6.8995
S -0.0241 1.2458 6.2187
O -1.2099 1.9779 6.6040
N 0.2353 1.1505 4.5483
C 1.2706 1.8966 4.1584
S 1.9998 2.1101 2.6950
C 1.9558 2.6068 5.1999
C 3.0821 3.4012 5.0800
C 3.5750 3.9759 6.2401
C 2.9744 3.7575 7.5078
C 1.8489 2.9159 7.6063
C 1.3675 2.3507 6.4295
H 3.5543 3.5396 4.1102
H 4.4517 4.6104 6.1741
H 3.3783 4.2449 8.4103
H 1.3451 2.7052 8.5545
*
```